No. 1
58
Properties=species:S:1:pos:R:3 method="wB97M-V/def2-TZVPD" homo_lumo_gap_ev="6.217 / 6.211" relative_energy_ev=2.416 total_charge=+1 spin_multiplicity=2
Ir -0.79532 0.21721 -0.18879
C 3.72839 1.34936 2.61500
N 3.02176 0.68217 1.52580
C 3.83700 -0.22611 0.71823
C 1.70890 0.72257 1.36818
O 1.15506 -0.03614 0.54029
C 0.90759 1.65581 2.24344
O -0.44228 1.64832 1.84949
C -0.96005 2.89575 1.38593
C -0.58541 3.08980 -0.06987
O 0.18168 2.23115 -0.58854
N -1.05346 4.13415 -0.70986
C -0.80862 4.28952 -2.14301
C -2.03184 5.02956 -0.08069
H 4.70121 1.67231 2.25157
H 3.88475 0.65849 3.44518
H 3.19365 2.21986 2.97932
H 4.70030 0.31878 0.34044
H 3.25029 -0.60208 -0.11068
H 4.17859 -1.06540 1.32509
H 1.32760 2.66174 2.21576
H 0.95931 1.27885 3.26940
H -0.61784 3.72832 2.00483
H -2.04431 2.81658 1.47132
H 0.05777 3.70359 -2.42801
H -0.63275 5.34052 -2.36035
H -1.67705 3.94259 -2.70408
H -2.95520 4.49236 0.14015
H -2.24646 5.83972 -0.76979
H -1.63575 5.45810 0.83904
Te -0.98477 -1.73428 1.72137
C 0.23140 -3.36428 1.22211
C 0.03191 -4.10297 0.05705
C 0.78517 -5.24323 -0.17764
C 1.74740 -5.64505 0.74064
C 1.97262 -4.89541 1.88579
C 1.21857 -3.75376 2.12838
H -0.72531 -3.79980 -0.65610
H 0.61148 -5.82947 -1.07091
H 2.31635 -6.54879 0.56635
H 2.73383 -5.19698 2.59384
H 1.39225 -3.16938 3.02398
Cl -4.32670 -2.40115 -3.63056
C -2.69139 -2.09104 -3.20885
C -1.65035 -2.54893 -3.99512
C -0.35204 -2.28777 -3.58615
C -0.14186 -1.56939 -2.43125
N -1.16233 -1.10617 -1.69420
C -2.42493 -1.36767 -2.05745
H -1.85706 -3.10711 -4.89813
H 0.49350 -2.64210 -4.15768
H 0.85331 -1.35785 -2.06515
H -3.24162 -1.00627 -1.44881
O -4.63089 0.23822 -0.40476
S -3.53429 0.96333 0.15605
O -3.85533 2.16079 0.88465
O -2.70514 0.02465 1.03576
O -2.41129 1.23444 -0.90795

***

No. 2
55
Properties=species:S:1:pos:R:3 method="wB97M-V/def2-TZVPD" homo_lumo_gap_ev=9.853 smiles="CCOC(=O)CCCNC(=O)COC(=O)[C@@H]1CCCN1S(=O)(=O)c1ccc(Cl)cc1" relative_energy_ev=0.153 spin_multiplicity=1
C 4.93319 0.92164 -2.88568
C 3.57298 1.42694 -2.42573
H 3.27087 2.31619 -2.98211
H 3.59259 1.64327 -1.35284
O 2.54789 0.46498 -2.68138
C 2.36009 -0.49176 -1.77088
O 2.99887 -0.58630 -0.75293
C 1.22290 -1.39607 -2.17516
C 1.16226 -2.65784 -1.31768
H 1.95887 -3.33999 -1.61857
H 1.33613 -2.38714 -0.27513
C -0.18025 -3.37784 -1.44172
N -1.24671 -2.69283 -0.74538
C -1.87476 -3.25200 0.29601
O -1.63370 -4.35801 0.73612
C -3.02308 -2.42740 0.89257
H -3.91243 -2.60477 0.27487
H -3.20390 -2.78832 1.90838
O -2.79884 -1.02059 0.99097
C -3.45606 -0.22955 0.13391
O -4.15018 -0.62665 -0.76043
C -3.39052 1.22418 0.57480
N -2.04997 1.73997 0.81345
S -0.90973 1.34126 -0.36471
O -0.55747 2.47488 -1.16821
O -1.37936 0.16466 -1.05451
C 0.48355 0.90998 0.66045
C 0.45478 -0.26730 1.38398
C 1.53845 -0.60634 2.17296
C 2.63158 0.24872 2.22850
C 2.64954 1.44100 1.51742
C 1.56414 1.76894 0.72566
H 1.54558 2.67422 0.13885
H 3.50871 2.09067 1.57573
Cl 3.98284 -0.17270 3.19590
H 1.54421 -1.52888 2.73184
H -0.41077 -0.90623 1.32004
C -2.24530 3.17605 0.93460
C -3.32715 3.54309 -0.10043
H -4.01970 4.27946 0.30339
H -2.85897 3.95389 -0.99253
C -4.02442 2.20936 -0.41661
H -3.80202 1.87402 -1.42948
H -5.10469 2.25594 -0.29844
H -1.29850 3.67887 0.75246
H -2.57699 3.38531 1.95487
H -3.91226 1.26195 1.54262
H -1.45993 -1.74150 -1.01890
H -0.45152 -3.48004 -2.49740
H -0.11468 -4.37218 -0.99307
H 1.32111 -1.63400 -3.23508
H 0.30960 -0.80720 -2.05721
H 5.21424 0.04284 -2.31050
H 5.68062 1.69536 -2.73556
H 4.90011 0.65888 -3.94007

***

No. 3
68
Properties=species:S:1:pos:R:3 method="wB97M-V/def2-TZVPD" homo_lumo_gap_ev=9.787 total_charge=+1 spin_multiplicity=1
O 4.97815 -2.03991 0.74402
S 6.14547 -1.35370 0.25298
O 7.10099 -1.12514 1.28748
O 6.80257 -2.21476 -0.90844
C 5.67704 0.20345 -0.49032
C 5.55949 1.26316 0.63063
C 4.24356 2.07373 0.59341
N 3.07871 1.29537 0.14724
C 2.13431 1.86168 -0.68994
C 1.22508 0.91319 -0.95378
N 1.63088 -0.20431 -0.24497
C 0.91835 -1.47627 -0.27173
F -0.03305 -1.53723 0.61906
F 0.44057 -1.60940 -1.50754
F 1.79699 -2.45079 -0.09726
C 2.73971 0.05320 0.42597
H 7.23665 -2.95611 -0.44832
H 4.78668 0.07870 -1.10876
H 6.48169 0.47808 -1.17949
H 5.66999 0.82184 1.62368
H 6.37475 1.97210 0.48597
H 4.37208 2.91466 -0.08988
H 4.03644 2.51429 1.57171
H 2.11048 2.86818 -1.07246
H 0.33472 0.91785 -1.55810
H 3.32131 -0.58435 1.08508
C 3.32992 -4.08367 -2.75972
C 3.66778 -2.67716 -3.20507
O 5.04334 -2.56362 -3.59904
C 5.33482 -2.98530 -4.83090
O 4.55722 -3.43907 -5.61190
C 6.82506 -2.75648 -5.11630
F 7.59056 -3.15252 -4.09079
F 7.06970 -1.45259 -5.32172
F 7.21997 -3.41842 -6.19489
H 4.00915 -4.40614 -1.96931
H 2.30628 -4.12892 -2.38838
H 3.43028 -4.79555 -3.57807
H 3.53766 -1.98543 -2.37014
H 3.01318 -2.34268 -4.01068
C -4.45165 2.07387 1.87886
C -3.93949 3.49652 1.90256
O -2.54574 3.55911 1.51698
C -2.29826 3.52365 0.22019
O -3.10389 3.44350 -0.65739
C -0.78728 3.64714 -0.01689
F -0.07442 2.84551 0.80326
F -0.35968 4.89378 0.18828
F -0.45159 3.32013 -1.27346
H -3.82450 1.43218 2.49998
H -5.46919 2.02421 2.24392
H -4.42906 1.66314 0.86822
H -3.98990 3.89268 2.91445
H -4.53712 4.15073 1.26919
C -10.20616 -1.00288 1.51539
C -10.10837 -1.05242 3.02506
O -8.78871 -0.68076 3.47324
C -8.53820 0.61923 3.52716
O -9.29635 1.49619 3.24027
C -7.12031 0.85038 4.06423
F -6.21422 0.04199 3.48544
F -7.05115 0.62347 5.37991
F -6.70545 2.10817 3.86455
H -9.42962 -1.62054 1.06224
H -11.18081 -1.35981 1.18525
H -10.06774 0.01318 1.14582
H -10.26930 -2.06982 3.37538
H -10.86042 -0.42243 3.49855

***

No. 4
54
Properties=species:S:1:pos:R:3 method="wB97M-V/def2-TZVPD" homo_lumo_gap_ev=4.607 spin_multiplicity=1
C -0.45441 -2.02477 2.95114
C -0.25690 -0.74353 3.67446
N 0.45495 -0.68953 4.71948
C -0.95631 0.53109 3.18508
C -0.82204 0.83935 1.75521
N -1.04949 2.01670 1.26799
C -0.91175 2.12395 -0.18872
F -2.03549 2.81025 -0.62466
C 0.25142 2.92108 -0.74256
C 0.67268 2.55451 -2.18225
C 2.12903 2.07699 -2.32986
C 3.12336 3.22716 -2.14660
O 3.62021 3.35339 -0.81807
C -1.11955 0.64181 -0.54687
O -2.50117 0.40862 -0.23870
C -3.12519 -0.55021 -1.02247
O -4.22340 -0.35604 -1.39492
C -2.36537 -1.80807 -1.26617
C -2.33520 -2.81650 -0.30255
C -1.60013 -3.96709 -0.56119
C -0.88557 -4.12353 -1.74590
C -0.90344 -3.11151 -2.70365
C -1.65465 -1.96688 -2.45791
C -0.37868 -0.06346 0.62252
C 1.14056 0.01121 0.70242
O 1.68942 -1.15302 0.11167
N 3.12464 -0.90048 -0.04342
O 3.74900 -1.73901 0.42982
H -0.29180 -2.87195 3.60532
H 0.25764 -2.14390 2.14083
H -1.47072 -2.07731 2.52669
H 0.47578 0.26071 5.09737
H -0.65084 1.39199 3.77853
H -2.03120 0.41290 3.36954
H -1.35483 2.80333 1.82725
H -0.08217 3.95458 -0.75091
H 1.12270 2.90061 -0.09372
H 0.02596 1.81652 -2.65046
H 0.59091 3.44799 -2.79267
H 2.36587 1.24753 -1.66558
H 2.24981 1.72467 -3.35196
H 3.97781 3.08602 -2.80915
H 2.64818 4.16753 -2.42024
H 3.45572 2.54581 -0.32716
H -0.81883 0.28613 -1.51864
H -2.86203 -2.70419 0.63286
H -1.55584 -4.75113 0.17976
H -0.31215 -5.01651 -1.93881
H -0.35223 -3.17958 -3.62784
H -1.68165 -1.16479 -3.18460
H -0.70388 -1.09166 0.66454
H 1.48436 0.06319 1.74041
H 1.55203 0.88358 0.19029
F 1.58485 -3.49452 3.27503